Record 1
C44H66N6PbSi as an isolated structure. Source: OMol25; level of theory: ωB97M-V/def2-TZVPD.

Geometry as XYZ:
```
118
Properties=species:S:1:pos:R:3
Pb 13.247 11.608 10.577
N 12.526 13.828 11.189
C 12.037 13.945 12.574
C 10.857 12.920 12.650
N 11.351 11.556 12.442
C 11.744 10.875 13.700
C 11.995 9.371 13.350
N 13.252 9.300 12.525
H 13.190 14.624 10.952
H 11.641 14.070 10.614
H 11.684 14.956 12.806
H 12.834 13.762 13.221
H 10.191 13.271 11.855
H 10.345 12.983 13.614
H 10.633 10.978 12.013
H 10.928 10.875 14.391
H 12.570 11.301 14.230
H 11.104 9.117 12.753
H 12.010 8.759 14.259
H 13.259 8.527 11.843
H 14.072 9.327 13.145
C 15.051 12.201 11.840
Si 16.416 13.004 10.986
C 16.280 12.558 9.126
N 14.868 12.669 8.703
C 14.564 14.047 8.357
C 15.312 14.507 7.144
C 14.960 13.710 5.937
C 15.214 12.220 6.268
C 14.607 11.745 7.579
C 16.314 14.845 11.003
C 15.395 15.591 11.760
C 15.196 16.974 11.545
C 16.015 17.663 10.657
C 16.991 16.950 9.930
C 17.121 15.599 10.085
C 18.139 12.577 11.496
C 18.607 11.256 11.555
C 19.847 10.984 12.150
C 20.718 12.055 12.594
C 20.259 13.353 12.465
C 18.990 13.602 11.917
H 14.682 12.773 12.706
H 15.347 11.241 12.263
H 16.558 11.516 9.138
H 16.953 13.123 8.476
H 14.789 14.676 9.200
H 13.543 14.186 8.129
H 16.426 14.587 7.330
H 15.087 15.592 6.913
H 15.637 13.991 5.098
H 13.970 13.926 5.627
H 16.320 12.108 6.315
H 14.878 11.572 5.435
H 14.959 10.793 7.895
H 13.528 11.661 7.487
H 14.701 15.121 12.477
H 14.367 17.419 12.000
H 15.991 18.795 10.585
H 17.664 17.511 9.305
H 17.800 15.092 9.472
H 17.941 10.458 11.257
H 20.241 9.982 12.241
H 21.658 11.841 13.050
H 20.902 14.196 12.679
H 18.657 14.616 11.844
C 10.867 11.089 7.319
C 10.658 9.638 7.608
C 11.953 8.893 8.113
C 9.526 9.169 8.530
C 8.915 7.978 8.194
C 7.885 7.432 8.952
C 7.565 8.055 10.102
C 8.143 9.267 10.515
C 7.453 9.734 11.806
C 6.200 10.552 11.435
C 8.245 10.553 12.789
C 9.039 9.928 9.617
N 9.640 11.199 9.867
C 8.818 12.248 9.773
C 9.063 13.671 9.735
C 8.012 14.471 9.510
C 8.498 15.761 9.379
C 9.861 15.643 9.438
N 10.229 14.359 9.641
C 10.835 16.667 9.001
C 12.092 16.688 9.782
C 11.242 16.303 7.516
C 10.228 18.099 8.980
H 11.677 11.189 6.552
H 11.245 11.678 8.130
H 10.001 11.622 6.992
H 10.417 9.158 6.631
H 12.197 9.272 9.153
H 12.785 9.202 7.494
H 11.826 7.834 8.210
H 9.286 7.399 7.399
H 7.390 6.555 8.562
H 6.849 7.586 10.716
H 7.043 8.859 12.360
H 6.363 11.578 11.149
H 5.629 10.652 12.399
H 5.512 9.969 10.762
H 8.431 11.556 12.367
H 9.178 10.136 13.120
H 7.663 10.825 13.700
H 7.764 12.072 9.505
H 6.994 14.214 9.548
H 7.929 16.603 9.103
H 12.708 15.807 9.622
H 11.910 16.830 10.818
H 12.782 17.461 9.551
H 11.726 15.331 7.563
H 11.978 16.998 7.141
H 10.360 16.340 6.826
H 9.800 18.453 9.962
H 9.360 18.223 8.261
H 10.966 18.864 8.594
```

## Properties
Gap between HOMO and LUMO: 7.02 eV
HOMO: -6.8 eV
LUMO: 0.204 eV

Record 2
C44H67BBrN10NaSSe2Te2 as an isolated structure. Source: OMol25; level of theory: ωB97M-V/def2-TZVPD.

Geometry as XYZ:
```
129
Properties=species:S:1:pos:R:3
Na -0.478 0.516 0.286
C -5.327 -0.896 0.014
C -5.023 0.579 -0.283
C -4.698 1.307 1.011
C -3.969 0.655 -1.354
C -4.290 0.834 -2.711
C -3.109 0.688 -3.398
C -2.972 0.730 -4.897
C -3.544 2.038 -5.451
C -3.697 -0.476 -5.509
N -2.134 0.454 -2.481
N -2.662 0.442 -1.225
B -0.761 -0.204 -2.819
N -0.751 -1.630 -2.238
N -0.747 -1.907 -0.912
C -0.812 -3.233 -0.804
C -0.862 -3.817 -2.083
C -0.821 -2.768 -2.971
C -0.775 -2.880 -4.469
C -1.786 -3.909 -4.979
C 0.642 -3.263 -4.914
C -0.744 -4.059 0.449
C -1.708 -3.629 1.544
C 0.692 -4.096 0.981
N 0.531 0.580 -2.460
N 1.159 0.400 -1.272
C 2.367 0.939 -1.374
C 2.525 1.497 -2.650
C 1.345 1.247 -3.318
C 1.083 1.709 -4.727
C 1.009 0.578 -5.764
C -0.121 2.655 -4.804
C 3.430 0.881 -0.318
C 3.772 -0.577 0.007
C 3.036 1.652 0.939
H -6.104 -0.978 0.776
H -5.653 -1.418 -0.890
H -4.424 -1.381 0.388
H -5.920 1.037 -0.716
H -3.973 0.736 1.583
H -4.299 2.303 0.821
H -5.588 1.413 1.634
H -5.269 1.032 -3.119
H -1.923 0.672 -5.179
H -4.609 2.113 -5.227
H -3.044 2.896 -5.002
H -3.412 2.090 -6.535
H -4.746 -0.474 -5.211
H -3.637 -0.456 -6.601
H -3.246 -1.405 -5.157
H -0.746 -0.311 -4.000
H -0.917 -4.872 -2.301
H -1.022 -1.918 -4.920
H -1.551 -4.905 -4.602
H -2.796 -3.654 -4.657
H -1.768 -3.946 -6.072
H 0.926 -4.219 -4.470
H 0.697 -3.353 -6.003
H 1.357 -2.508 -4.587
H -1.015 -5.078 0.145
H -1.372 -2.697 1.985
H -2.715 -3.467 1.155
H -1.757 -4.381 2.334
H 0.994 -3.101 1.304
H 0.767 -4.775 1.835
H 1.382 -4.434 0.204
H 3.388 2.018 -3.035
H 1.971 2.291 -4.989
H 0.076 0.022 -5.697
H 1.086 0.993 -6.772
H 1.833 -0.122 -5.615
H -0.940 2.291 -4.186
H 0.157 3.643 -4.438
H -0.475 2.758 -5.833
H 4.320 1.359 -0.743
H 2.895 -1.083 0.407
H 4.103 -1.108 -0.889
H 4.561 -0.622 0.761
H 2.133 1.233 1.377
H 3.827 1.592 1.691
H 2.848 2.701 0.711
Br 4.201 2.518 8.220
C 3.187 2.730 6.601
C 2.002 2.026 6.455
C 1.294 2.140 5.278
C 1.745 2.959 4.222
C 2.948 3.671 4.422
C 3.671 3.546 5.597
N 1.095 2.988 3.018
C 1.113 4.097 2.297
C 0.641 4.188 0.967
C 0.771 5.435 0.292
C 0.335 5.580 -0.994
C -0.277 4.499 -1.632
C -0.391 3.318 -0.922
N 0.053 3.120 0.317
H 1.620 1.408 7.257
H 0.374 1.587 5.169
H 3.335 4.287 3.620
H 4.601 4.086 5.727
H 1.396 5.032 2.787
H 1.230 6.259 0.826
H 0.454 6.525 -1.514
H -0.660 4.579 -2.639
H -0.891 2.473 -1.388
Se -1.657 2.062 2.440
Te -3.063 2.874 4.255
Te -2.923 -1.093 4.479
Se -1.582 -0.158 2.581
C 0.942 -4.217 6.136
C 0.506 -2.754 6.250
N 0.698 -2.040 5.011
C 1.842 -1.528 4.540
S 1.949 -1.001 2.956
N 2.913 -1.497 5.381
C 4.152 -0.814 5.045
C 5.178 -1.772 4.445
H 0.712 -4.756 7.058
H 2.012 -4.290 5.937
H 0.410 -4.693 5.312
H 1.051 -2.266 7.065
H -0.560 -2.699 6.473
H -0.111 -1.933 4.411
H 2.736 -1.639 6.363
H 4.547 -0.357 5.953
H 3.924 -0.033 4.321
H 5.412 -2.573 5.149
H 6.097 -1.234 4.205
H 4.773 -2.209 3.532
```

## Properties
Gap between HOMO and LUMO (alpha / beta): 3.68 / 4.79 eV
HOMO (alpha / beta): -0.3 / -1.4 eV
LUMO (alpha / beta): 3.405 / 3.403 eV
Net charge: -2

Record 3
A 5-piece molecular cluster, C44H69BCl2N6O13S2 overall. Source: OMol25; level of theory: ωB97M-V/def2-TZVPD.

Geometry as XYZ:
```
137
Properties=species:S:1:pos:R:3
C 5.020 -0.382 2.523
C 4.082 -0.970 1.447
N 2.897 -0.149 1.194
C 2.202 -0.584 -0.041
C 2.974 -0.189 -1.326
C 2.003 -0.126 2.268
S 1.959 -1.236 3.475
S 0.827 1.226 2.259
C -0.290 0.771 3.614
C -1.246 1.872 4.160
C -2.700 1.800 3.583
C -2.746 1.313 2.146
C -3.040 0.001 1.821
C -3.355 -1.058 2.876
C -4.835 -1.186 3.237
O -5.372 -2.242 3.157
Cl -5.757 0.232 3.822
C -3.009 -0.398 0.464
C -3.320 -1.830 0.063
C -4.851 -2.136 0.007
C -5.376 -2.297 -1.446
C -6.576 -3.256 -1.579
O -6.567 -3.851 -2.916
C -6.570 -2.899 -3.891
O -7.546 -2.655 -4.541
C -2.683 0.563 -0.476
C -2.425 1.890 -0.142
C -2.449 2.272 1.166
B -2.125 3.763 1.614
O -3.015 4.789 1.404
O -0.945 4.140 2.204
C -2.095 2.875 -1.247
O -2.514 4.003 -1.266
C -1.227 2.299 -2.340
N -0.181 3.054 -2.963
C -0.477 3.454 -4.341
C -1.839 3.964 -4.791
O 0.430 3.404 -5.125
C 0.203 4.230 -2.194
C 1.098 4.163 -0.978
O -0.240 5.299 -2.527
C -1.467 1.035 -2.669
C -0.698 0.242 -3.699
C 0.224 -0.741 -2.874
C 0.088 -2.212 -3.305
Cl 0.144 -3.229 -1.776
C -2.567 0.251 -1.960
O -3.281 -0.514 -2.554
H 5.229 0.678 2.331
H 4.641 -0.555 3.525
H 5.980 -0.901 2.397
H 4.680 -0.986 0.523
H 3.847 -2.028 1.648
H 1.194 -0.162 -0.069
H 2.157 -1.687 -0.026
H 3.670 0.627 -1.097
H 2.303 0.157 -2.119
H 3.545 -1.047 -1.698
H 0.369 0.501 4.450
H -0.823 -0.153 3.360
H -0.781 2.857 4.078
H -1.330 1.667 5.237
H -3.221 2.756 3.724
H -3.239 1.090 4.214
H -2.953 -2.022 2.571
H -2.812 -0.773 3.790
H -2.835 -2.041 -0.893
H -2.886 -2.556 0.762
H -5.402 -1.318 0.492
H -5.088 -3.035 0.592
H -5.723 -1.307 -1.772
H -4.538 -2.590 -2.082
H -6.559 -4.094 -0.881
H -7.519 -2.694 -1.540
H -5.645 -2.349 -4.155
H -3.858 4.433 1.100
H -1.116 4.970 2.671
H -1.900 3.862 -5.878
H -2.628 3.402 -4.282
H -1.880 5.039 -4.589
H 2.125 4.020 -1.328
H 1.070 5.101 -0.421
H 0.834 3.361 -0.274
H -0.034 0.852 -4.311
H -1.366 -0.397 -4.284
H -0.094 -0.696 -1.821
H 1.268 -0.415 -2.876
H 0.955 -2.544 -3.892
H -0.863 -2.458 -3.777
C -10.044 -0.990 7.201
N -9.190 -0.034 7.880
C -7.830 0.011 7.903
C -7.084 -1.052 7.134
O -7.253 0.886 8.526
H -10.685 -0.456 6.497
H -10.674 -1.491 7.938
H -9.467 -1.733 6.663
H -9.623 0.703 8.413
H -6.016 -0.888 7.243
H -7.324 -2.041 7.525
H -7.337 -0.999 6.074
C 4.856 -1.695 -7.740
N 3.645 -1.602 -6.939
C 3.030 -2.579 -6.235
C 3.646 -3.955 -6.258
O 2.006 -2.335 -5.605
H 5.595 -1.000 -7.343
H 4.618 -1.412 -8.767
H 5.272 -2.697 -7.733
H 3.179 -0.710 -6.878
H 3.044 -4.625 -5.652
H 3.674 -4.340 -7.278
H 4.655 -3.925 -5.845
C 4.345 0.217 8.453
N 4.857 0.014 7.111
C 5.287 -1.143 6.540
C 5.239 -2.396 7.380
O 5.692 -1.147 5.389
H 3.331 0.617 8.390
H 4.977 0.943 8.969
H 4.329 -0.707 9.020
H 4.916 0.810 6.495
H 5.610 -3.230 6.792
H 5.870 -2.285 8.263
H 4.213 -2.612 7.681
C 8.876 1.971 -4.996
N 8.446 0.720 -5.592
C 8.632 0.288 -6.868
C 9.378 1.199 -7.812
O 8.204 -0.801 -7.218
H 9.533 1.755 -4.151
H 8.001 2.511 -4.631
H 9.407 2.594 -5.708
H 7.942 0.064 -5.017
H 9.447 0.721 -8.785
H 8.846 2.144 -7.926
H 10.388 1.383 -7.443
```

## Properties
Gap between HOMO and LUMO: 7.52 eV
SMILES: CCN(CC)C(=S)SCCCc1c(CC(=O)Cl)c(CCCCOC=O)c2c(c1B(O)O)C(=O)C(N(C(C)=O)C(C)=O)=C(CCCCl)C2=O.CNC(C)=O.CNC(C)=O.CNC(C)=O.CNC(C)=O
Relative energy (zero: lowest compared OMol25 entry of this formula, charge and spin): 0.0 kJ/mol
HOMO: -8.4 eV
LUMO: -0.863 eV

Energy: -68763.622; -292872.833; -129699.943 (eV)
M: 914.34; 1294.98; 1035.92 (g mol⁻¹)
Maximum force: 3.3; 2.3; 1.7 (eV/A)